128
Properties=species:S:1:pos:R:3:forces:R:3 method="wB97M-V/def2-TZVPD" charge=+1
C -1.6900 -1.8261 -0.8568 0.577 -0.255 -0.393
C -2.9347 -1.5773 -0.0465 0.773 0.191 -0.209
C -4.1977 -1.7747 -0.9050 -0.196 0.037 0.072
C -2.9860 -2.6364 1.0458 0.019 -0.058 0.303
C -2.8534 -0.1281 0.4673 0.364 -0.161 -0.150
C -3.3527 0.8797 -0.3771 -0.587 0.008 0.399
C -4.1172 1.8850 0.2047 0.326 -0.173 0.374
C -4.1445 1.9252 1.5977 -0.218 0.610 -0.133
C -3.1107 1.3511 2.3591 0.251 -0.114 -0.064
C -2.8761 2.0160 3.7482 -0.222 -0.135 -0.237
C -1.4144 2.0662 4.1649 0.392 -0.058 0.164
C -3.7240 1.3309 4.8155 -0.162 -0.106 0.211
C -3.3173 3.4845 3.7012 -0.143 0.329 0.031
C -2.3940 0.2722 1.7555 -0.466 0.458 0.134
N -1.2539 -0.3757 2.3608 -0.840 -0.313 0.199
C -1.3349 -1.1507 3.5972 -1.261 -0.216 -0.205
C 0.0886 -1.4021 3.9799 0.876 0.318 0.388
N 0.8480 -1.0615 2.7687 -0.114 -0.078 -0.278
C 2.2596 -1.4182 2.7393 0.526 -0.054 0.267
C 2.6437 -2.7723 2.5387 -0.254 -0.118 0.185
C 1.7301 -3.9848 2.1808 0.351 0.210 0.144
C 2.4659 -4.8918 1.1813 0.143 -0.220 -0.190
C 0.4227 -3.6120 1.5127 -0.435 -0.097 -0.017
C 1.4558 -4.8067 3.4463 0.008 -0.072 0.078
C 3.9900 -3.1279 2.7159 0.212 0.151 -0.419
C 4.9835 -2.1657 2.7206 -0.231 -0.123 0.107
C 4.6160 -0.8562 2.9800 0.004 0.069 0.031
C 3.2786 -0.4910 3.1489 -0.184 0.105 0.304
C 3.0458 0.7848 4.0100 0.220 0.164 -0.622
C 4.2838 1.6852 4.0565 0.366 0.061 0.039
C 2.7814 0.3463 5.4549 -0.028 -0.246 0.114
C 1.9582 1.6835 3.4617 -0.642 0.252 -0.075
C 0.0209 -0.4527 1.8193 0.974 0.952 -1.165
C 0.3274 0.1453 0.5899 -0.477 -1.055 1.852
C 1.6700 0.2851 0.0687 1.285 0.449 -0.677
C 2.4891 -0.8101 -0.3577 -0.506 0.662 -0.005
C 3.8554 -0.6419 -0.5019 0.583 0.608 0.521
C 4.4170 0.6175 -0.1862 -1.604 -0.302 0.164
N 5.6634 0.6685 0.4990 2.683 0.473 0.776
O 5.9353 1.7306 1.1124 -0.288 -1.846 -1.121
O 6.3941 -0.3392 0.5402 -1.207 1.509 -0.289
C 3.6080 1.7665 -0.1005 0.051 -0.440 -0.048
C 2.2375 1.5998 -0.0112 -0.369 -0.587 -0.381
H -0.7833 -1.7079 -0.2585 -0.302 -0.302 -0.038
H -1.7197 -2.8199 -1.3206 0.123 0.157 -0.101
H -1.6032 -1.0544 -1.6157 0.050 -0.195 -0.028
H -5.0766 -1.6876 -0.2532 0.043 0.027 -0.269
H -4.3172 -1.0669 -1.7347 0.079 -0.106 0.281
H -4.1967 -2.7846 -1.3362 0.044 0.125 0.158
H -3.8196 -2.4749 1.7384 0.098 -0.051 -0.068
H -3.0994 -3.6249 0.5755 -0.066 0.256 0.136
H -2.0497 -2.6586 1.6017 -0.259 -0.030 -0.090
H -3.2632 0.8260 -1.4642 -0.439 -0.413 0.244
H -4.6942 2.5955 -0.3920 0.130 -0.309 0.202
H -4.9300 2.5099 2.0849 0.638 0.054 -0.243
H -0.7902 2.4559 3.3522 -0.061 -0.146 0.152
H -1.3119 2.7512 5.0201 -0.025 -0.187 -0.225
H -1.0291 1.0993 4.4948 0.075 0.239 -0.148
H -4.7822 1.3670 4.5413 0.053 -0.007 0.060
H -3.4577 0.2826 4.9645 -0.063 0.092 0.013
H -3.5983 1.8554 5.7693 -0.055 -0.107 -0.072
H -4.3947 3.5962 3.5632 0.172 0.073 0.036
H -3.0685 3.9679 4.6512 -0.010 -0.090 -0.092
H -2.7985 4.0234 2.9023 -0.104 -0.026 0.063
H -1.9039 -0.5974 4.3445 0.230 -0.173 -0.005
H -1.8754 -2.0897 3.4249 0.015 0.094 0.059
H 0.3892 -0.7495 4.8093 -0.122 -0.046 -0.237
H 0.3006 -2.4260 4.3177 -0.197 0.273 -0.298
H 3.3406 -5.3805 1.6216 -0.182 0.097 -0.186
H 1.7964 -5.6908 0.8407 0.031 0.143 0.060
H 2.7895 -4.3202 0.3017 0.002 -0.115 0.153
H -0.2175 -3.0352 2.1768 0.052 -0.156 -0.198
H 0.5872 -3.0479 0.5891 -0.042 -0.013 0.190
H -0.1226 -4.5296 1.2497 0.119 0.153 0.024
H 0.7922 -4.2780 4.1378 0.101 -0.159 -0.068
H 0.9803 -5.7573 3.1722 0.062 0.151 0.105
H 2.3914 -5.0231 3.9745 -0.183 -0.029 -0.065
H 4.2802 -4.1741 2.8070 -0.124 0.300 -0.417
H 6.0275 -2.4247 2.5544 -0.177 -0.007 0.370
H 5.4165 -0.1362 3.1604 -0.402 -0.250 -0.174
H 4.6014 2.0002 3.0543 -0.051 -0.065 0.239
H 4.0426 2.5828 4.6387 0.022 -0.154 -0.102
H 5.1251 1.1956 4.5556 -0.043 0.168 -0.047
H 1.9510 -0.3590 5.5407 0.217 0.176 0.061
H 3.6750 -0.1556 5.8462 -0.174 0.082 0.003
H 2.5675 1.2171 6.0872 0.040 -0.119 -0.121
H 0.9960 1.1801 3.4069 0.073 0.177 0.041
H 1.8499 2.5766 4.0983 -0.010 -0.259 -0.166
H 2.2207 2.0153 2.4491 -0.077 -0.041 0.287
H -0.4970 0.6784 0.1344 0.120 0.156 0.053
H 2.0461 -1.7940 -0.5485 0.115 0.428 0.280
H 4.5337 -1.4602 -0.7382 -0.247 0.060 0.273
H 4.0823 2.7436 -0.0175 -0.203 -0.289 0.166
H 1.5774 2.4754 0.0914 0.360 -0.505 0.138
C -1.5203 -4.3521 -5.8354 0.163 -0.328 -0.239
C -1.2330 -3.0165 -5.2414 -0.091 0.109 0.479
C -2.1602 -2.4984 -4.3345 0.007 0.699 -0.282
C -1.9718 -1.2278 -3.8191 0.079 0.082 1.143
C -0.7555 -0.5149 -3.9874 0.278 -0.595 -0.615
C -0.5776 0.7817 -3.3948 -1.073 0.299 -1.230
C -0.2258 1.8507 -4.2495 0.964 1.577 0.075
C -1.0804 2.9184 -4.5205 0.502 -0.626 1.347
C -1.0349 3.6879 -5.7256 0.331 0.287 -0.878
C -1.8400 4.8521 -5.8808 0.296 -0.373 0.168
C -1.6478 5.6935 -6.9645 -0.113 -0.321 0.198
C -0.6793 5.3973 -7.9344 -0.057 -0.049 0.342
C -0.3721 6.4000 -8.9943 -0.002 0.092 -0.449
C 0.0214 4.1869 -7.8607 -0.096 -0.198 0.158
C -0.1637 3.3217 -6.7916 -0.208 0.424 0.321
C 0.1477 -1.0352 -4.9481 -0.077 -0.026 0.168
C -0.0814 -2.2713 -5.5297 0.141 0.203 -0.150
H -0.8440 -4.5861 -6.6598 -0.163 0.042 0.003
H -1.3713 -5.1231 -5.0750 -0.045 -0.019 0.007
H -2.5657 -4.4238 -6.1703 0.383 0.052 0.041
H -3.0329 -3.0941 -4.0608 0.070 0.398 -0.217
H -2.7578 -0.7468 -3.2328 0.246 -0.382 -0.096
H -0.9110 1.0054 -2.3863 -0.875 -0.100 -0.046
H 0.7564 1.8486 -4.7434 -0.800 -0.741 -0.735
H -1.8494 3.1967 -3.7897 -0.048 -0.428 -0.295
H -2.5891 5.0761 -5.1161 0.283 0.033 -0.241
H -2.2518 6.5928 -7.0795 0.161 -0.172 0.120
H 0.3389 5.9941 -9.7175 0.015 0.177 0.123
H -1.2614 6.7076 -9.5549 0.027 -0.076 0.180
H 0.0414 7.3052 -8.5325 0.019 -0.180 -0.151
H 0.7111 3.9316 -8.6642 -0.120 0.017 0.221
H 0.3608 2.3650 -6.7473 -0.133 0.375 -0.130
H 1.0293 -0.4501 -5.1940 0.041 -0.307 0.029
H 0.6428 -2.6806 -6.2295 -0.100 0.131 0.067

146
Properties=species:S:1:pos:R:3:forces:R:3 method="wB97M-V/def2-TZVPD" e_above_lowest_ev=1.297
Bi 0.7194 -0.1944 -0.0684 -0.103 -0.163 -0.068
C 2.1939 -0.1735 3.4220 -0.263 -0.207 0.329
O 2.5446 0.1698 2.1046 -0.216 0.420 -0.063
C 3.4825 1.1245 1.9246 0.280 0.547 -0.413
C 4.4390 1.4756 2.8699 -0.098 -0.180 0.084
C 5.4172 2.4058 2.5670 -0.014 0.064 -0.028
C 5.4327 3.0307 1.3281 0.125 -0.108 0.115
C 4.4574 2.7294 0.4016 -0.114 -0.166 0.047
C 3.4715 1.7745 0.6791 1.133 0.259 0.767
N 2.4189 1.5348 -0.1877 -1.326 0.192 -0.921
N 2.4854 2.2224 -1.2566 1.340 -0.098 0.808
C 1.4956 2.5460 -2.0646 -1.235 0.002 -0.118
C 0.1309 2.5065 -1.6583 0.452 -0.030 0.309
O -0.3009 1.7513 -0.7089 0.426 0.014 -0.246
C -0.7231 3.4895 -2.2445 -0.227 0.299 -0.337
C -0.3415 4.2155 -3.3283 -0.264 -0.245 0.328
C 0.9341 4.0488 -3.9326 0.544 -0.184 0.032
C 1.3017 4.6631 -5.1402 0.077 -0.066 -0.019
C 2.5527 4.4571 -5.6701 -0.068 0.190 -0.076
C 3.4851 3.6619 -4.9975 0.004 -0.094 0.095
C 3.1496 3.0506 -3.8138 0.040 0.009 -0.029
C 1.8714 3.2273 -3.2728 -0.093 0.340 -0.179
H 3.0125 -0.6896 3.9366 -0.059 0.057 -0.047
H 1.8950 0.7178 3.9855 0.049 -0.082 -0.029
H 1.3455 -0.8394 3.2975 0.031 0.002 0.186
H 4.4369 1.0069 3.8416 -0.006 -0.079 0.054
H 6.1670 2.6370 3.3080 0.060 0.063 0.069
H 6.2015 3.7530 1.0922 -0.005 0.043 -0.012
H 4.4215 3.2304 -0.5533 0.015 0.031 0.003
H -1.7130 3.6132 -1.8322 -0.092 -0.055 0.050
H -1.0392 4.9142 -3.7668 -0.077 0.087 -0.081
H 0.5860 5.2830 -5.6606 -0.094 0.037 -0.037
H 2.8271 4.9135 -6.6093 -0.021 0.064 -0.082
H 4.4702 3.5142 -5.4158 0.063 -0.016 -0.063
H 3.8266 2.3829 -3.3025 0.112 0.015 -0.023
O -1.1524 -4.3844 2.2780 -0.411 -0.320 -0.010
C -0.3983 -3.4684 1.6416 0.341 0.033 0.734
O 0.4146 -2.8025 2.2204 0.047 -0.080 -0.243
C -0.6882 -3.4553 0.1809 -0.405 -0.265 -0.460
C -1.9615 -3.7608 -0.2930 0.053 0.049 -0.068
C -2.1624 -3.8238 -1.6585 0.143 -0.088 0.100
C -1.0724 -3.6671 -2.4950 0.160 -0.050 0.212
C 0.1622 -3.3522 -1.9284 -0.533 -0.158 -0.137
N 0.3382 -3.2153 -0.6207 0.115 0.153 0.196
C 1.3968 -3.1681 -2.7545 0.158 -0.142 0.059
O 1.4032 -3.7871 -3.9583 0.134 0.006 -0.211
O 2.3522 -2.5592 -2.3796 -0.362 -0.180 -0.313
H -0.9112 -4.4191 3.2185 0.097 0.255 -0.238
H -2.7759 -3.9393 0.3863 -0.004 -0.016 0.097
H -3.1464 -4.0212 -2.0582 -0.020 0.002 -0.041
H -1.1985 -3.7681 -3.5627 0.018 0.099 -0.050
H 0.6517 -4.3818 -4.0897 0.077 0.195 0.221
C -2.9083 1.8039 -4.0441 -0.065 -0.164 -0.136
C -2.7225 0.4500 -4.7156 0.197 0.107 0.037
C -1.2918 -0.0756 -4.5613 -0.616 -0.112 0.280
C -1.1068 -1.4355 -5.2840 0.044 0.031 -0.188
C -1.2592 -1.3760 -6.7982 0.012 -0.027 0.197
C -0.2748 0.8773 -5.1459 0.017 -0.022 0.175
O -0.5045 1.7091 -5.9973 -0.088 -0.100 -0.180
N 0.9869 0.6470 -4.6793 0.557 0.018 0.070
C 1.2969 0.0886 -3.4123 -0.166 0.227 -1.269
O 2.4625 0.0654 -3.0791 0.413 0.012 0.235
N 0.2772 -0.3339 -2.6555 0.112 -0.417 0.810
C -0.9921 -0.3984 -3.0772 0.076 0.242 -0.759
O -1.8776 -0.8020 -2.3403 -0.459 -0.020 0.268
H -3.9429 2.1288 -4.1256 -0.121 0.063 0.043
H -2.2747 2.5465 -4.5217 -0.030 0.073 0.022
H -2.6450 1.7377 -2.9917 -0.043 0.025 0.152
H -2.9550 0.5466 -5.7763 -0.021 -0.079 0.001
H -3.3939 -0.2809 -4.2605 0.025 -0.029 -0.108
H -1.8583 -2.1164 -4.8776 0.014 0.009 0.106
H -0.1138 -1.8218 -5.0351 -0.057 -0.076 0.001
H -2.2722 -1.0981 -7.0704 -0.112 0.034 -0.133
H -1.0448 -2.3513 -7.2295 0.010 -0.075 -0.079
H -0.5788 -0.6502 -7.2322 0.087 0.080 -0.128
H 1.7470 1.1632 -5.1119 -0.137 -0.030 0.098
C 4.8273 -1.8390 1.5843 -0.415 0.250 -0.173
P 3.5121 -1.8172 0.2535 1.267 -0.560 -0.126
C 4.6580 -1.3561 -1.1125 -0.366 -0.093 0.041
C 3.3636 -3.6414 0.2118 -0.145 0.178 -0.032
C 2.8130 -4.2047 1.3602 0.150 0.000 0.011
C 2.5690 -5.5609 1.4380 -0.057 -0.125 0.079
C 2.8738 -6.3769 0.3598 -0.034 -0.134 -0.008
C 3.4509 -5.8283 -0.7724 0.017 -0.170 -0.133
C 3.6955 -4.4669 -0.8510 0.107 0.051 0.092
H 5.6129 -2.5500 1.3268 -0.048 0.001 -0.042
H 4.3874 -2.1241 2.5361 0.044 -0.004 0.155
H 5.2563 -0.8431 1.6655 0.068 0.057 0.111
H 5.4130 -2.1193 -1.2849 0.147 -0.070 0.009
H 5.1407 -0.4298 -0.8025 0.084 0.067 0.014
H 4.0902 -1.1674 -2.0161 0.074 0.034 -0.078
H 2.5554 -3.5613 2.1895 0.007 -0.045 0.051
H 2.1381 -5.9892 2.3339 -0.026 0.002 0.050
H 2.6658 -7.4371 0.4057 0.030 -0.060 0.005
H 3.7114 -6.4679 -1.6047 0.011 -0.035 -0.069
H 4.1266 -4.0438 -1.7445 0.053 -0.010 -0.095
N -0.5550 -0.2025 1.5808 -0.892 0.228 0.564
P -1.7872 0.4028 2.3033 -0.592 0.148 0.393
N -3.2862 -0.4124 2.0084 0.639 0.393 -0.091
C -3.3512 -1.6253 2.8093 0.035 -0.283 0.282
C -4.4077 -2.6540 2.3726 0.038 0.059 -0.208
C -5.5264 -1.9984 1.5696 -0.128 0.006 0.213
C -5.7646 -0.6133 2.1516 0.164 -0.061 -0.210
C -4.5646 0.2650 1.8041 -0.223 0.381 -0.112
N -2.0994 2.0781 2.1571 0.186 -1.136 -0.124
C -0.8309 2.7568 2.4213 0.449 0.480 0.410
C -1.0657 4.2422 2.6761 0.147 -0.089 -0.218
C -1.7245 4.8763 1.4551 -0.177 0.017 0.270
C -3.0045 4.1068 1.1490 0.167 -0.133 -0.167
C -2.6728 2.6306 0.9353 -0.449 0.228 -0.396
N -1.6035 0.3597 4.0137 -0.140 0.002 -0.727
C -1.0505 -0.7944 4.6858 0.346 -0.284 0.073
C -0.1707 -0.3850 5.8858 -0.081 0.151 -0.128
C -0.5218 1.0370 6.3186 -0.068 -0.095 0.148
C -2.0369 1.1958 6.2937 0.147 0.005 -0.061
C -2.5586 1.0747 4.8495 -0.188 0.251 0.102
H -3.5595 -1.3826 3.8604 0.134 -0.002 -0.052
H -2.3538 -2.0641 2.7607 -0.077 -0.155 0.203
H -4.8339 -3.0920 3.2790 0.044 -0.043 -0.026
H -3.9564 -3.4707 1.8124 -0.005 -0.028 0.037
H -6.4317 -2.6056 1.6123 0.013 -0.036 -0.069
H -5.2372 -1.8926 0.5234 0.004 -0.025 -0.112
H -5.9008 -0.6868 3.2321 -0.042 0.022 0.098
H -6.6642 -0.1545 1.7346 0.072 0.043 0.062
H -4.6211 1.2014 2.3708 0.007 0.030 -0.079
H -4.6425 0.4937 0.7345 -0.116 0.111 0.124
H -0.1555 2.6244 1.5645 0.013 0.103 0.091
H -0.3647 2.2817 3.2874 0.035 0.143 -0.041
H -0.1111 4.7217 2.9018 0.009 0.016 0.026
H -1.7207 4.3625 3.5420 0.008 0.003 0.102
H -1.0468 4.8047 0.6012 0.057 0.053 -0.076
H -1.9344 5.9331 1.6334 0.027 0.012 -0.047
H -3.4912 4.4948 0.2520 -0.034 0.028 -0.025
H -3.7028 4.2091 1.9833 -0.083 0.005 0.011
H -1.9601 2.5309 0.1134 -0.165 0.033 0.093
H -3.5683 2.0885 0.6533 0.001 0.023 0.025
H -0.4886 -1.3638 3.9470 0.007 -0.135 0.125
H -1.8558 -1.4405 5.0682 0.030 0.010 -0.110
H 0.8891 -0.4580 5.6474 0.057 -0.045 0.004
H -0.3681 -1.0707 6.7128 0.062 -0.030 0.021
H -0.0775 1.7579 5.6325 0.098 0.086 -0.019
H -0.1292 1.2357 7.3168 0.040 0.060 -0.011
H -2.3336 2.1584 6.7143 -0.069 -0.055 -0.010
H -2.4763 0.4149 6.9188 -0.042 0.010 0.062
H -2.7002 2.0639 4.4154 -0.066 -0.061 0.080
H -3.5429 0.5798 4.8739 0.000 0.001 -0.127

Calculated maximum force in order - 2.83 1.63 eV/Å
Calculated Kohn-Sham gap in order - 3.818 6.616 eV